No. 1
22
Properties=species:S:1:pos:R:3:forces:R:3:nbo_charge:R:1 method="wB97M-V/def2-TZVPD" charge=0 multiplicity=1 e_above_lowest_kcal_mol=64.2 smiles="C=CCCNCN.O" homo_ev=-8.58
H -1.940 1.264 -3.104 0.0 0.1 0.0 0.1977
O -0.140 -3.889 -0.644 0.2 -0.1 -0.6 -0.9316
H 2.526 2.326 0.332 -0.2 0.1 -0.4 0.3688
H -1.216 1.185 0.902 -0.2 -0.3 0.3 0.2023
C -2.080 0.807 -2.133 -0.5 0.4 -0.1 -0.4036
H 2.619 0.060 0.816 0.4 -0.2 0.1 0.1538
H 0.246 0.240 2.435 -0.2 -0.2 -0.1 0.3589
C 1.949 0.645 1.443 -0.7 0.2 -0.8 -0.0325
H -0.338 1.605 -1.295 -0.1 0.1 -0.2 0.1824
H 0.651 -0.513 -0.309 -0.2 -0.6 -0.3 0.1907
C -0.040 -0.569 0.532 -0.5 1.0 -0.4 -0.2183
H -2.225 -0.161 0.390 0.1 -0.1 -0.1 0.2112
H -3.004 0.257 -1.981 0.2 -0.2 -0.1 0.1911
H 0.724 -3.533 -0.882 0.0 0.1 0.3 0.4668
N 0.763 -0.139 1.652 0.1 0.0 1.0 -0.6314
N 1.719 1.940 0.785 0.2 -0.1 0.9 -0.9056
H -0.481 -1.550 0.674 0.6 -0.4 0.0 0.2143
H -0.420 -4.276 -1.486 -0.2 0.0 0.3 0.4663
H 2.383 0.833 2.423 0.2 -0.2 0.0 0.1777
C -1.272 0.336 0.206 0.1 1.4 0.2 -0.4639
C -1.243 1.024 -1.136 0.7 -1.2 0.1 -0.1647
H 0.819 2.106 0.381 0.1 0.0 -0.3 0.3696

***

No. 2
48
Properties=species:S:1:pos:R:3:forces:R:3:nbo_charge:R:1 method="wB97M-V/def2-TZVPD" charge=0 multiplicity=1 e_above_lowest_kcal_mol=0.0 smiles="CC(=O)NCCCC[C@H](NC(C)=O)C(=O)NCc1ccc(Br)cc1" homo_ev=-9.10
C -2.957 2.964 0.064 -0.1 -0.1 0.2 -0.7123
N -1.420 1.255 -0.641 0.3 -0.1 -0.3 -0.6038
C -1.183 4.636 3.096 -0.1 0.2 0.0 -0.0800
C -2.316 1.619 0.302 -0.2 0.4 -0.2 0.6968
H -1.313 1.560 4.444 -0.1 -0.1 0.1 0.2169
H 2.675 -3.901 -0.502 -0.2 -0.1 0.0 0.1978
C 0.584 3.281 2.242 0.0 -0.1 0.1 -0.2312
H -0.813 -0.137 -2.665 0.0 0.1 0.0 0.2121
C -0.065 -0.355 -1.900 -0.1 -0.1 0.1 -0.3958
O 1.571 0.789 0.153 0.3 0.2 -0.1 -0.6452
H -2.205 3.746 0.150 0.1 0.1 0.0 0.2370
H 1.054 -2.171 0.019 0.1 0.0 0.1 0.2065
C 2.150 -4.417 -3.672 -0.1 -0.1 0.1 0.6780
Br -2.124 6.296 3.117 0.1 -0.2 0.0 0.0458
H 0.773 -5.818 -4.472 0.0 0.0 0.0 0.2446
C -0.960 2.383 3.843 0.2 0.1 -0.1 -0.2142
H 0.261 5.323 1.670 0.0 0.1 0.0 0.2284
H -1.131 1.924 -1.338 -0.1 0.0 0.1 0.4034
N 2.558 -3.750 -2.566 0.4 0.3 0.2 -0.6219
O 2.750 -4.293 -4.720 0.1 -0.1 -0.4 -0.6236
C 0.775 0.857 2.850 0.1 0.1 -0.1 -0.2656
H 0.643 -2.044 -3.000 -0.1 0.0 0.0 0.2158
C 0.483 0.364 0.482 -0.4 -0.4 -0.1 0.6868
H 1.115 -4.354 -1.205 0.1 0.0 0.0 0.2011
C -1.629 3.592 3.887 -0.1 0.1 0.0 -0.2347
H -2.494 3.719 4.519 -0.1 0.0 0.0 0.2303
C 1.418 -2.223 -1.008 -0.1 -0.3 -0.3 -0.4123
H -0.579 -2.442 -1.788 -0.1 -0.1 -0.1 0.1931
H 3.354 -3.145 -2.719 -0.1 -0.1 -0.1 0.3992
H 1.135 -6.077 -2.758 -0.1 0.0 0.1 0.2260
C 0.148 2.216 3.022 0.1 0.0 0.1 0.0499
H -3.729 3.132 0.809 0.0 0.0 0.0 0.2451
N 0.084 0.187 1.759 0.0 -0.3 0.4 -0.6252
H 0.821 0.255 -2.093 0.0 0.0 -0.1 0.2288
C -0.076 4.496 2.277 -0.1 0.1 0.0 -0.2369
C -0.625 0.037 -0.538 0.1 0.1 -0.1 -0.1503
H 1.827 0.940 2.569 -0.1 0.0 0.1 0.2348
H -3.395 3.009 -0.930 0.0 0.0 -0.1 0.2285
H -1.282 -0.744 -0.140 0.1 0.1 0.0 0.2219
H 0.675 0.252 3.753 0.1 0.1 0.0 0.2068
C 0.948 -5.325 -3.520 0.1 0.0 -0.2 -0.7220
C 1.937 -3.642 -1.270 -0.1 0.2 0.3 -0.2099
H -0.914 0.050 1.905 0.1 0.0 -0.2 0.4311
O -2.583 0.905 1.253 -0.3 -0.2 0.2 -0.6563
C 0.308 -1.834 -1.982 0.2 0.2 0.1 -0.3984
H 0.065 -4.751 -3.250 -0.1 0.0 0.1 0.2237
H 1.437 3.152 1.593 0.1 0.0 -0.1 0.2343
H 2.243 -1.515 -1.101 0.1 0.0 0.1 0.2150

***

No. 3
18
Properties=species:S:1:pos:R:3:forces:R:3:nbo_charge:R:1 method="wB97M-V/def2-TZVPD" charge=0 multiplicity=1 e_above_lowest_kcal_mol=36.0 smiles="CCC[C@@H](N)C=O" homo_ev=-9.25
H -1.671 1.427 1.355 0.1 0.2 -0.1 0.3678
H 2.346 1.577 -1.268 -0.1 -0.1 -0.5 0.2171
H -1.051 -1.142 -0.983 -0.4 0.1 -0.3 0.2324
H 1.567 -0.726 -1.731 0.0 0.2 0.0 0.2084
C -1.213 -1.327 1.657 0.0 0.2 -0.2 0.4460
H 1.962 0.841 0.226 -0.3 0.2 0.1 0.1999
N -1.425 0.865 0.557 -0.9 0.5 0.1 -0.8267
H 0.343 -1.808 -0.263 0.2 0.0 0.1 0.2068
C -0.553 -0.207 0.840 0.8 -1.3 -0.2 -0.1501
C 0.800 -0.025 -1.383 0.8 0.1 -0.5 -0.4122
O -2.144 -1.971 1.268 -0.2 0.0 0.1 -0.4996
C -0.138 -0.855 -0.486 0.2 -0.1 0.2 -0.3998
H -1.130 1.414 -0.232 0.0 0.2 0.1 0.3680
C 1.504 1.165 -0.716 0.4 -0.7 0.4 -0.6101
H 0.370 0.016 1.391 0.0 0.5 0.1 0.1557
H 0.805 1.966 -0.544 -0.1 0.4 0.3 0.1943
H -0.724 -1.563 2.622 0.0 0.0 0.1 0.0980
H 0.353 0.353 -2.309 -0.4 -0.2 0.2 0.2041

***

No. 4
14
Properties=species:S:1:pos:R:3:forces:R:3:lowdin_spin:R:1 method="wB97M-V/def2-TZVPD" charge=0 multiplicity=2 e_above_lowest_kcal_mol=67.3 homo_ev="-4.82 / -6.92"
C 2.267 -0.447 -0.924 -0.2 -0.7 -0.3 0.0033
H -2.867 -0.775 1.271 0.0 0.4 0.2 0.0088
O 1.296 0.011 0.030 1.6 0.7 1.4 0.0088
C -1.551 0.631 0.480 -0.2 -2.8 0.4 -0.0432
H 3.236 -0.145 -0.522 -0.2 -0.2 -0.1 0.0000
H 2.171 -1.535 -1.011 0.3 0.2 0.0 0.0004
H -2.118 0.456 2.520 -0.1 -0.1 0.1 -0.0025
O -0.404 1.367 0.520 1.1 1.7 0.2 0.0591
O -0.380 -0.741 -1.224 1.8 0.7 -0.4 0.1454
Ag -2.741 -0.237 -1.955 -0.1 0.2 0.2 0.7099
C 0.003 -0.053 -0.297 -3.7 -0.8 -1.1 0.0839
Li 1.210 1.409 1.521 -0.7 -0.2 -0.6 0.0110
H 2.088 -0.006 -1.911 0.0 0.0 0.3 0.0010
C -2.212 0.066 1.502 0.4 0.8 -0.2 0.0140

***

Q: Which E_tot values were calculated for the entries above? A: -383.59846 -3626.27728 -327.07390 -535.38817, in Ha.